1.
# C16H14FeN8O4S2

C16H14FeN8O4S2 as an isolated structure (the ωB97M-V functional and the def2-TZVPD basis, the OMol25 dataset).

HOMO (spin up / spin down) in eV: -10.939 / -11.648
LUMO (spin up / spin down) in eV: -3.6 / -4.9
Charge: +1
<S²>: 8.766
E_tot in hartree: -3417.0797
2S+1: 6
ΔE to the lowest compared entry with this formula, charge and spin in eV: 0.421

Each line ends with the Löwdin spin population.
Cartesian coordinates (Å):
1 Fe 0.1306 1.2267 -0.2901  3.707
2 N -3.5219 2.9412 1.6793  0.006
3 C -2.5549 2.5180 0.8610  0.033
4 S -0.9666 2.2980 1.5838  0.376
5 N -2.8515 2.3333 -0.4003  0.030
6 N -1.7980 1.8462 -1.1144  0.038
7 C -1.9102 1.8185 -2.3830  0.022
8 C -0.7301 1.3910 -3.1525  0.003
9 C -0.7959 1.1318 -4.5093  0.003
10 C 0.3536 0.7156 -5.1682  0.000
11 C 1.5275 0.5804 -4.4493  0.003
12 C 1.5120 0.8707 -3.0939  0.005
13 N 0.4117 1.2687 -2.4556  0.027
14 H -3.3352 3.1024 2.6522  0.000
15 H -4.4554 3.0563 1.3203  0.000
16 H -2.8203 2.1377 -2.8832  0.001
17 H -1.7333 1.2533 -5.0355  0.000
18 H 0.3290 0.5010 -6.2281  0.000
19 H 2.4469 0.2664 -4.9217  0.000
20 H 2.4129 0.7832 -2.4990  0.000
21 O 2.7763 -4.0118 -0.2257  0.000
22 C 1.8929 -3.9944 -1.2163  0.000
23 O 1.8696 -4.8278 -2.0794  0.000
24 C 0.9001 -2.8773 -1.2391  0.000
25 C -0.1527 -2.8449 -2.1241  0.003
26 N -0.8476 -1.7207 -1.8726  0.003
27 N -0.3294 -1.0166 -0.8622  0.031
28 C 0.7393 -1.7042 -0.4770  0.004
29 C 1.5382 -1.1117 0.6289  0.008
30 O 2.3446 -1.7666 1.2636  0.010
31 O 1.2440 0.1316 0.8868  0.068
32 H 2.6434 -3.2683 0.4012  0.000
33 H -0.4269 -3.5472 -2.8935  0.000
34 H -1.7177 -1.4302 -2.2885  0.000
35 S -1.7046 -0.0830 2.6433  0.477
36 C -0.5876 0.0541 3.9371  0.055
37 N 0.7184 0.2693 3.6219  0.023
38 C 1.6805 0.3677 4.5486  0.005
39 C 1.3420 0.2421 5.8655  0.020
40 C -0.0090 0.0294 6.1409  0.001
41 N -0.9516 -0.0535 5.2143  0.032
42 H 0.9645 0.3583 2.6151  0.000
43 H 2.6852 0.5355 4.1860  0.000
44 H 2.0832 0.3034 6.6466  0.001
45 H -0.3463 -0.0735 7.1660  0.000

***

2.
# C21H18Br2N3O5V

C21H18Br2N3O5V as an isolated structure (the ωB97M-V functional and the def2-TZVPD basis, the OMol25 dataset).

HOMO (spin up / spin down) in eV: -16.606 / -16.608
LUMO (spin up / spin down) in eV: -12.1 / -11.5
Charge: +3
<S²>: 0.766
E_tot in hartree: -7442.5920
2S+1: 2

Each line ends with the Löwdin spin population.
Cartesian coordinates (Å):
1 V -0.1191 0.3394 -0.4479  1.078
2 O 1.9756 -0.4176 3.1080  0.003
3 C 1.0645 -0.6005 2.2207  0.006
4 O 1.1269 -0.0851 1.0853  0.010
5 C -0.0296 -1.5327 2.6717  0.000
6 O -1.0462 -1.6323 1.7032  0.007
7 C -2.3069 -1.1132 2.0566  -0.002
8 C -2.5919 0.2567 1.4642  -0.003
9 O -3.4542 1.0126 1.6084  -0.009
10 O -1.5066 0.5892 0.4603  -0.084
11 H 2.7110 0.1480 2.8068  0.000
12 H -0.3844 -1.1955 3.6499  0.000
13 H 0.4332 -2.5134 2.8278  0.000
14 H -2.4473 -1.0285 3.1371  0.000
15 H -3.0838 -1.7814 1.6775  0.000
16 Br -0.4205 7.4657 -0.5733  -0.001
17 C -0.5395 5.6622 -1.0083  -0.001
18 C -1.4048 5.2474 -2.0242  0.001
19 C -1.5065 3.9119 -2.3553  -0.001
20 C -0.7256 2.9809 -1.6705  0.001
21 C 0.1397 3.3946 -0.6569  0.004
22 C 0.2358 4.7293 -0.3186  0.001
23 N -0.7908 1.5873 -1.9103  -0.010
24 C -1.4062 0.9940 -2.8678  0.003
25 C -1.4658 -0.4611 -2.8183  0.002
26 C -2.0770 -1.2381 -3.7792  0.000
27 C -2.0916 -2.6226 -3.6112  0.001
28 C -1.5110 -3.1783 -2.4822  -0.001
29 C -0.9277 -2.3435 -1.5428  0.004
30 N -0.8990 -1.0158 -1.7103  -0.005
31 H -2.0060 5.9806 -2.5443  0.000
32 H -2.2076 3.6172 -3.1244  0.000
33 H 0.7948 2.6904 -0.1357  0.002
34 H 0.9082 5.0595 0.4605  0.000
35 H -1.8954 1.5329 -3.6733  0.000
36 H -2.5332 -0.7739 -4.6437  0.000
37 H -2.5584 -3.2543 -4.3561  0.000
38 H -1.5089 -4.2469 -2.3176  0.000
39 H -0.4844 -2.7300 -0.6337  0.001
40 Br 4.4795 -2.7520 -1.8239  0.000
41 C 3.6122 -1.1135 -2.0267  0.000
42 C 4.1544 -0.0880 -2.8002  0.000
43 C 3.4544 1.1001 -2.9208  -0.001
44 C 2.2417 1.2457 -2.2757  -0.001
45 N 1.7202 0.2650 -1.5128  -0.008
46 C 2.4036 -0.8925 -1.3981  0.001
47 H 5.1066 -0.2252 -3.2969  0.000
48 H 3.8430 1.9157 -3.5146  0.000
49 H 1.6762 2.1621 -2.3606  0.000
50 H 1.9679 -1.6708 -0.7834  0.001

***

3.
# C16H40ClLiN2O2

C16H40ClLiN2O2 as an isolated structure (the ωB97M-V functional and the def2-TZVPD basis, the OMol25 dataset).

HOMO in eV: -14.860
LUMO in eV: -5.7
Charge: +2
E_tot in hartree: -1360.6608
ΔE to the lowest compared entry with this formula, charge and spin in eV: 3.573

Each line ends with the Mulliken charge.
Cartesian coordinates (Å):
1 Li -2.3362 1.1090 1.2904  0.817
2 Cl -0.8897 0.1084 1.0074  -0.839
3 C -3.5553 -2.1626 -0.5584  -1.502
4 C -2.0389 -2.3090 -0.3822  0.367
5 N -1.5198 -3.3622 0.6668  0.342
6 C -2.4647 -4.5941 0.7548  -0.951
7 C -0.2051 -3.8432 0.0915  -0.618
8 C 0.8147 -2.6665 -0.1659  -0.895
9 C -1.2193 -2.6619 2.0446  -0.994
10 C -2.4851 -2.1000 2.7761  -0.210
11 O -3.5037 -3.0067 3.0381  -0.410
12 C -4.7052 -2.2477 3.3241  -0.708
13 H -3.9528 -2.9846 -1.1538  0.399
14 H -3.6857 -1.2918 -1.2009  0.460
15 H -4.0384 -2.0616 0.4135  0.171
16 H -1.7396 -1.3454 0.0300  -0.413
17 H -1.5631 -2.5427 -1.3346  0.517
18 H -2.0259 -5.2260 1.5270  0.408
19 H -2.4518 -5.1822 -0.1628  0.380
20 H -3.5174 -4.3462 0.8907  0.340
21 H -0.3755 -4.2792 -0.8929  0.397
22 H 0.0732 -4.7506 0.6276  0.579
23 H 1.4541 -2.7874 -1.0404  0.414
24 H 1.5681 -2.6023 0.6192  0.329
25 H 0.4090 -1.6951 -0.4485  0.019
26 H -0.5849 -1.7959 1.8556  0.319
27 H -0.4575 -3.2847 2.5136  0.526
28 H -2.8742 -1.3735 2.0627  0.048
29 H -2.1666 -1.6933 3.7360  0.570
30 H -5.1066 -1.9679 2.3501  0.262
31 H -4.5322 -1.3952 3.9809  0.317
32 H -5.3772 -2.7867 3.9919  0.295
33 C 4.9345 2.7593 -0.9224  -1.272
34 C 3.4562 2.2432 -0.9684  -0.388
35 N 2.4161 3.1125 -1.7080  0.127
36 C 2.3579 4.4839 -0.9528  -1.028
37 C 2.7268 3.1887 -3.2360  -0.328
38 C 2.7394 1.8261 -3.8844  -1.146
39 C 0.9711 2.4809 -1.5116  -0.861
40 C 0.1248 2.7142 -0.2372  -0.383
41 O 0.9493 2.3961 0.9448  -0.193
42 C 0.2614 2.3614 2.1793  -0.757
43 H 5.4427 1.9699 -0.3686  0.407
44 H 5.0236 3.6642 -0.3214  0.362
45 H 5.4236 2.7978 -1.8957  0.333
46 H 3.1471 2.2847 0.0760  0.162
47 H 3.2502 1.1844 -1.1255  0.594
48 H 1.5648 5.0943 -1.3848  0.419
49 H 3.3099 4.9648 -1.1770  0.502
50 H 2.0980 4.4549 0.1054  0.267
51 H 3.7602 3.5353 -3.2436  0.374
52 H 2.1075 3.9458 -3.7168  0.479
53 H 3.1398 1.0468 -3.2358  0.303
54 H 3.5668 1.7211 -4.5861  0.381
55 H 1.8449 1.4865 -4.4065  0.337
56 H 1.0236 1.4462 -1.8503  0.394
57 H 0.3369 2.9307 -2.2755  0.460
58 H -0.8286 2.1860 -0.2250  0.277
59 H -0.2564 3.7225 -0.0752  0.526
60 H 0.9148 2.3097 3.0502  0.308
61 H -0.4261 1.5464 2.4055  0.220
62 H -0.3277 3.2711 2.2950  0.385

***

4.
# C2H2FP

A 2-piece molecular cluster, C2H2FP overall (the ωB97M-V functional and the def2-TZVPD basis, the OMol25 dataset).

HOMO (spin up / spin down) in eV: -11.145 / -9.512
LUMO (spin up / spin down) in eV: -2.0 / -3.3
Charge: 0
E_tot in hartree: -518.3252
ΔE to the lowest compared entry with this formula, charge and spin in eV: 7.163

Each line ends with the Mulliken charge.
Cartesian coordinates (Å):
1 C -1.4561 -0.4139 -0.0731  0.093
2 C -2.0511 -1.3875 0.3359  -0.046
3 F -1.2685 0.8374 -0.4933  -0.160
4 P 1.4689 0.2283 0.7091  -0.017
5 H 0.9929 1.0932 -0.2481  0.059
6 H 2.3140 -0.3575 -0.2305  0.071

***

5.
# C8H17O3P

A 2-piece molecular cluster, C8H17O3P overall (the ωB97M-V functional and the def2-TZVPD basis, the OMol25 dataset).

HOMO (spin up / spin down) in eV: -6.898 / -9.980
LUMO (spin up / spin down) in eV: 0.9 / -1.3
Charge: 0
<S²>: 2.007
E_tot in hartree: -881.8799
2S+1: 3

Each line ends with the Löwdin spin population.
Cartesian coordinates (Å):
1 C -0.7044 -0.1849 -0.8473  0.115
2 C -0.9893 2.1099 1.6498  0.038
3 C 0.4304 0.7169 -3.7840  0.006
4 C 0.6472 -2.2596 2.7140  0.007
5 C 0.1006 1.0986 1.2165  0.065
6 C -0.6490 1.2179 -2.8276  0.002
7 C -0.6459 -1.4434 2.5398  0.008
8 C -0.3861 -0.1534 0.6243  0.468
9 O -1.2759 -1.1482 -1.3286  0.111
10 O -0.3427 0.9676 -1.4650  0.042
11 O -0.9358 -1.2280 1.1793  0.187
12 P 2.1115 -1.2850 -0.7211  0.829
13 H -1.4762 1.7602 2.5349  0.001
14 H -0.5687 3.2127 1.7327  0.005
15 H -1.9220 2.0932 0.8879  0.000
16 H 1.2619 1.5230 -3.7540  0.000
17 H 0.8115 -0.1254 -3.4244  0.004
18 H 0.0409 0.6467 -4.7224  0.000
19 H 0.6501 -3.1559 2.2634  0.001
20 H 1.6152 -1.8185 2.5252  0.002
21 H 0.8604 -2.5232 3.7104  0.000
22 H 0.6094 1.4272 0.3971  0.006
23 H 0.7213 0.9843 1.9849  0.006
24 H -1.6820 0.6886 -2.8877  0.000
25 H -0.9274 2.1878 -2.8317  0.000
26 H -0.4407 -0.4420 3.1534  0.002
27 H -1.4942 -2.1036 3.0289  0.001
28 H 1.6341 -2.2090 -1.8528  0.039
29 H 2.9457 -0.5544 -1.6959  0.056

***

6.
# C9H18O13S3Si

A 4-piece molecular cluster, C9H18O13S3Si overall (the ωB97M-V functional and the def2-TZVPD basis, the OMol25 dataset).

HOMO in eV: -9.636
LUMO in eV: 0.2
Charge: 0
E_tot in hartree: -2815.7994
SMILES: O=S1(=O)OCCO1.O=S1(=O)OCCO1.O=S1(=O)OCCO1.C#CC[SiH2]O

Each line ends with the Mulliken charge.
Cartesian coordinates (Å):
1 O -2.9594 5.3554 0.9568  -0.518
2 S -2.3631 5.3697 -0.3301  1.075
3 O -2.8887 6.1406 -1.3972  -0.544
4 O -2.1900 3.8473 -0.8188  -0.334
5 C -0.8094 3.5794 -1.0986  -0.064
6 C -0.0403 4.5037 -0.1844  -0.117
7 O -0.8018 5.7196 -0.1729  -0.360
8 H -0.6224 3.8127 -2.1496  0.277
9 H -0.5792 2.5344 -0.9135  0.077
10 H 0.9710 4.6880 -0.5348  0.309
11 H -0.0056 4.1133 0.8349  0.186
12 O 1.7506 1.6485 -0.3298  -0.386
13 S 2.3996 0.4410 -0.7023  1.030
14 O 3.6582 0.0689 -0.1708  -0.576
15 O 2.4698 0.3875 -2.3069  -0.353
16 C 1.8145 -0.7968 -2.7872  -0.199
17 C 0.7577 -1.0988 -1.7504  0.042
18 O 1.3787 -0.7790 -0.4952  -0.351
19 H 2.5529 -1.5977 -2.8467  0.293
20 H 1.3907 -0.6235 -3.7724  0.324
21 H 0.4447 -2.1289 -1.7664  -0.035
22 H -0.1154 -0.4516 -1.8711  0.227
23 O -1.5424 -4.2478 -2.6716  -0.567
24 S -0.2241 -4.5508 -3.0907  1.136
25 O 0.7213 -3.5319 -3.3904  -0.502
26 O -0.3051 -5.5692 -4.3272  -0.319
27 C 0.4151 -6.7698 -4.0202  -0.341
28 C 0.3261 -6.8999 -2.5144  -0.323
29 O 0.4405 -5.5553 -2.0308  -0.292
30 H 1.4487 -6.6420 -4.3482  0.280
31 H -0.0257 -7.6182 -4.5371  0.313
32 H 1.1151 -7.5225 -2.1016  0.306
33 H -0.6452 -7.2914 -2.2046  0.298
34 C -0.5833 2.1075 8.0184  0.052
35 C -0.9492 1.9333 6.8982  -0.579
36 C -1.4403 1.5219 5.5584  -0.610
37 Si -0.5943 2.5634 4.2022  0.455
38 O 0.5108 1.5732 3.4057  -0.411
39 H -0.2927 1.9854 9.0326  0.433
40 H -1.2556 0.4547 5.4282  0.330
41 H -2.5036 1.7804 5.5451  0.303
42 H -1.6320 2.9219 3.2131  -0.148
43 H -0.0148 3.8190 4.6934  -0.113
44 H 0.8220 0.8711 3.9823  0.298

***

Number 1: F_max 0.02169 Eh/bohr. Number 2: F_max 0.01735 Eh/bohr. Number 3: F_max 0.08304 Eh/bohr. Number 4: F_max 0.14884 Eh/bohr. Number 5: F_max 0.12124 Eh/bohr. Number 6: F_max 0.03622 Eh/bohr.